Entry from the Open Molecules 2025 dataset: a structure of composition C42H42N11NaO4S (ωB97M-V/def2-TZVPD).

Calculated values
- Energy above the lowest of the compared OMol25 structures with the same formula, charge and spin: 1.1022 eV
- Strongest force on any atom: 3.1 eV Å⁻¹
- Charge: 0
- HOMO level (spin up / spin down): -5.8 / -5.8 eV
- Molar mass: 819.9 u
- Lowest unoccupied orbital energy (spin up / spin down): -0.28 / -0.28 eV

Last column: Löwdin charge in e.
Cartesian coordinates (Å):
S  -1.9069  1.4812  1.5079  0.979
Na  1.1340  -0.5069  1.6247  0.343
O  -5.7528  7.7622  -4.0855  -0.106
O  -0.5688  0.9854  2.0058  -0.570
O  2.5709  1.3044  0.5140  -0.089
O  3.5268  -5.3592  -0.5274  0.101
N  -1.1171  5.8124  -1.6541  0.018
N  5.4317  -1.4191  1.9066  -0.111
N  -0.8293  -4.6009  1.5006  0.122
N  -0.0351  -2.5947  2.0662  0.041
N  -1.0085  4.6178  -2.1198  0.042
N  3.3561  -1.0370  2.6600  0.069
N  3.9445  -5.7334  -2.6282  0.107
N  2.8280  -6.4590  -2.2701  0.117
N  -0.0760  -4.7214  2.6732  -0.103
N  0.8912  0.2148  -1.2057  0.125
N  5.4054  -1.8631  3.1648  0.066
C  -2.6625  2.2565  3.0831  -0.273
C  6.5885  -2.4375  -2.7100  -0.070
C  4.3882  -5.1587  -1.5738  -0.281
C  5.4792  -4.1569  -1.5311  -0.124
C  0.0065  -0.3577  -2.0407  -0.181
C  2.6993  -6.3759  -0.9931  -0.257
C  1.6531  -6.4093  1.1826  0.028
C  0.8717  4.3929  -0.6169  -0.047
C  -0.0663  -8.0211  1.7680  -0.044
C  1.7080  -6.9570  -0.0875  -0.128
C  -2.4900  6.2513  -3.6328  -0.052
C  4.1348  -1.6723  3.5934  -0.192
C  0.6596  -6.8624  2.0569  -0.217
C  1.7619  2.0906  -0.0800  -0.340
C  0.8240  -7.9823  -0.4489  0.000
C  6.6468  -1.7384  1.1255  -0.070
C  0.2434  -6.0420  3.2310  -0.081
C  -3.6888  6.5989  -4.1847  -0.010
C  0.7501  1.5472  -1.0125  -0.208
C  5.8962  -3.6166  -2.7765  -0.016
C  -2.8277  -0.0838  1.2030  -0.354
C  -4.8102  0.8229  -0.3173  -0.091
C  -2.9396  4.8095  3.1192  -0.089
C  -0.9637  0.2799  -2.7476  -0.085
C  6.4278  -2.3453  -0.2388  -0.186
C  -0.1745  2.3268  -1.6855  -0.086
C  -1.0268  1.6789  -2.6555  0.021
C  -0.7706  -3.3321  1.1730  -0.185
C  -2.2015  6.5006  -2.2557  -0.263
C  -6.8856  8.2354  -3.3396  -0.065
C  -4.6432  7.3556  -3.3980  -0.261
C  -4.3232  7.7001  -2.0627  -0.035
C  -0.0207  -8.5526  0.5064  -0.061
C  -4.2970  0.0112  0.8997  -0.300
C  4.1883  -0.9529  1.6079  -0.110
C  -0.1341  3.8063  -1.4390  -0.237
C  -3.1003  7.2977  -1.4983  -0.029
C  6.7963  -1.7742  -1.4780  -0.015
C  -3.4656  3.4273  2.5496  -0.308
C  5.8512  -3.6188  -0.2998  0.024
C  1.7489  3.5694  0.0163  -0.028
C  0.3966  -3.4576  3.0010  -0.085
H  4.0564  -0.3314  0.7385  0.116
H  5.6792  -4.1314  -3.7089  0.119
H  7.2535  -0.8505  1.0588  0.116
H  -7.2953  9.1130  -3.8553  0.091
H  -0.6198  -8.5796  2.4984  0.112
H  0.9526  -5.9392  4.0592  0.134
H  -5.7886  1.2667  -0.0132  0.084
H  -6.6288  8.6225  -2.3578  0.061
H  -0.6916  -6.5053  3.6137  0.133
H  -5.0603  0.2501  -1.2300  0.071
H  -5.0217  8.2394  -1.4659  0.076
H  -3.3278  3.5375  1.4861  0.069
H  0.8336  -8.4096  -1.4103  0.102
H  3.8869  -1.8238  4.6547  0.108
H  1.0778  -3.2807  3.8583  0.139
H  -1.7094  2.2234  -3.2236  0.083
H  -4.6510  -1.0580  0.8277  0.124
H  -3.9491  6.2511  -5.1936  0.115
H  -0.7350  -9.3495  0.2033  0.125
H  7.2248  -2.3160  1.8603  0.130
H  0.8185  5.4855  -0.4618  0.108
H  -1.3111  -2.8591  0.3645  0.108
H  -4.5234  3.2546  2.7303  0.101
H  -1.7755  5.5996  -4.1096  0.093
H  5.5657  -4.2217  0.5423  0.124
H  2.3421  -5.6472  1.5071  0.128
H  -2.5694  -0.7418  2.0345  0.086
H  -2.8032  7.6015  -0.5028  0.097
H  -7.6066  7.3963  -3.2860  0.101
H  -1.7700  2.4512  3.6388  0.075
H  -2.3396  -0.5308  0.2889  0.096
H  -3.2780  1.5204  3.6117  0.091
H  7.0445  -1.9707  -3.6278  0.127
H  -3.7456  5.4811  2.7873  0.066
H  0.1055  -1.4563  -2.1464  0.106
H  -4.0528  1.4871  -0.7247  0.059
H  -1.9715  5.0877  2.7172  0.070
H  -4.8172  0.3480  1.7837  0.085
H  -1.7798  -0.2530  -3.2129  0.099
H  2.5385  4.0254  0.6493  0.106
H  -2.9427  4.8997  4.2417  0.083
H  7.3626  -0.8238  -1.3712  0.123

Force components x, y, z for each atom (eV/Å):
0.6 -0.4 1.1
0.2 0.6 -0.3
-0.4 0.3 0.6
-0.1 -0.2 -0.4
-1.1 1.2 -0.4
1.2 -1.4 0.8
-0.4 -0.8 -0.2
-1.6 -0.5 0.3
0.4 -0.7 0.9
0.7 -0.1 1.0
-0.8 0.9 1.0
1.2 -0.8 -0.6
0.1 -0.3 -0.6
0.2 -1.4 0.0
-0.3 2.8 -0.7
-1.7 -0.5 -0.9
-1.3 -0.8 1.5
-0.7 -1.5 -2.1
1.4 1.5 -0.4
-0.7 0.6 0.0
-0.8 -0.1 -0.4
2.0 -1.8 1.5
-0.2 2.0 -0.9
-1.1 -0.7 0.6
-1.6 -1.1 -0.4
0.4 0.3 0.0
0.3 0.0 0.0
0.0 -0.4 1.7
1.9 0.9 -0.7
0.7 -1.0 0.0
0.4 1.2 0.2
0.0 0.0 1.0
0.4 0.8 0.4
-1.0 0.0 0.1
-1.4 0.9 0.5
1.4 -1.2 0.6
-0.2 -0.3 1.2
0.9 0.0 -1.2
-0.5 -0.6 -0.2
-2.1 -0.6 0.6
-1.4 2.6 -0.1
0.0 -1.2 -0.6
-0.6 2.7 -1.4
1.6 -1.3 2.1
0.7 -0.3 2.1
-1.0 0.4 -1.0
0.1 -0.2 -0.5
1.6 -0.5 -0.1
0.5 -0.7 -1.4
-0.1 -0.2 -1.4
-1.2 -1.4 -0.1
0.7 0.8 0.3
0.7 -0.6 -0.5
1.0 -0.8 -1.2
0.5 0.3 1.3
1.1 1.3 1.5
-0.6 0.1 -1.1
2.0 -1.3 1.4
-0.8 -1.3 -1.6
-0.6 -0.2 -0.3
-0.1 0.2 0.2
0.0 0.7 -0.3
-0.1 -0.5 -0.2
-0.6 0.5 0.5
0.0 0.2 -0.3
1.1 0.3 -0.4
0.0 -0.4 0.1
0.6 0.5 0.1
0.2 -0.4 0.7
-0.2 0.4 0.3
-0.1 -0.2 -0.5
0.1 -0.2 -1.2
-0.1 -0.1 -0.9
-0.7 0.0 -0.8
-1.1 1.0 -0.7
0.3 0.9 -0.1
0.0 0.5 0.4
0.9 0.5 0.3
-0.3 -0.5 -0.6
0.3 -0.8 -0.2
0.2 -0.4 -0.1
-0.1 0.3 0.1
-0.1 0.1 -0.5
-0.1 0.3 0.6
-0.1 0.4 -0.2
-0.2 0.1 0.1
-0.2 -0.2 0.1
0.2 0.7 0.2
0.5 0.4 0.3
0.0 0.7 0.8
0.2 0.0 -0.1
-0.7 -0.5 1.0
0.7 0.5 0.0
0.0 0.6 0.1
-0.2 0.8 0.5
0.0 0.0 -0.1
-0.2 0.4 0.4
0.3 -0.2 -0.6
-0.5 -0.5 -0.4
0.2 -0.4 -1.0
-0.6 -0.6 -0.7